# 1
The following is a DFT calculation (the ωB97M-V functional and the def2-TZVPD basis) of an isolated molecule of C18H30O2.

Values from the calculation:
**SMILES**: CC/C=C\C/C=C\C/C=C\CCCCCCCC(=O)O
**E_HOMO**: -9.18 eV
**LUMO level**: 0.8 eV
**Energy above the lowest of the compared OMol25 structures with the same formula, charge and spin**: 3.27 kcal per mole

```
! wB97M-V def2-TZVPD RIJCOSX def2/J DEFGRID3
* xyz 0 1
C 0.0866 -3.1450 1.8610
C 0.7935 -2.5459 0.6472
C 0.2050 -3.0535 -0.6330
C 0.0150 -2.3789 -1.7568
C 0.3735 -0.9470 -2.0250
C 1.5461 -0.8793 -2.9599
C 2.6284 -0.1295 -2.8199
C 2.8980 0.8413 -1.7076
C 2.2540 2.1749 -1.9882
C 2.0304 3.1375 -1.1070
C 2.3617 3.1130 0.3531
C 1.0918 3.1253 1.2133
C 0.2867 1.8425 1.0296
C -1.0136 1.8405 1.8298
C -1.8101 0.5478 1.6405
C -2.5263 0.4858 0.2914
C -3.0198 -0.9299 -0.0271
C -3.9798 -1.4068 1.0305
O -5.0324 -0.8989 1.3077
O -3.5240 -2.4965 1.6671
H 0.5104 -2.7510 2.7825
H 0.1969 -4.2273 1.8694
H -0.9761 -2.9121 1.8410
H 0.7388 -1.4573 0.6909
H 1.8534 -2.8212 0.6784
H -0.0823 -4.0974 -0.6022
H -0.4121 -2.8966 -2.6070
H 0.5884 -0.4109 -1.1040
H -0.4788 -0.4594 -2.5127
H 1.4629 -1.5244 -3.8258
H 3.3875 -0.1684 -3.5907
H 2.5337 0.4454 -0.7581
H 3.9791 0.9826 -1.6114
H 1.9682 2.3301 -3.0206
H 1.5482 4.0485 -1.4398
H 2.9552 4.0007 0.5896
H 2.9598 2.2353 0.5994
H 1.3671 3.2382 2.2644
H 0.4754 3.9834 0.9356
H 0.8981 0.9931 1.3470
H 0.0689 1.7237 -0.0333
H -0.7735 1.9599 2.8890
H -1.6289 2.6926 1.5331
H -2.5536 0.4630 2.4361
H -1.1327 -0.3035 1.7327
H -1.8512 0.7978 -0.5057
H -3.3788 1.1671 0.3023
H -3.5507 -0.9204 -0.9809
H -2.1819 -1.6243 -0.0908
H -4.1563 -2.7846 2.3447
*
```

# 2
The following is a DFT calculation (the ωB97M-V functional and the def2-TZVPD basis) of a structure of composition C18H31CaN4O2P2S at a distorted geometry.

Values from the calculation:
**E_HOMO**: -10.84 eV
**LUMO level**: -2.6 eV

```
! wB97M-V def2-TZVPD RIJCOSX def2/J DEFGRID3
* xyz 1 1
Ca -0.3225 0.9546 -0.7148
C -3.4108 2.9469 3.9477
P -3.0607 2.1425 2.3065
C -4.7844 2.0996 1.6834
C -2.6371 0.4747 2.8327
C -1.2237 0.4327 3.3395
P -0.1918 1.6000 2.3077
C 1.3567 0.9065 2.9923
C -0.2974 3.1411 3.2164
H -4.5321 2.9516 3.9839
H -3.0597 3.9972 3.9627
H -2.9602 2.3940 4.7547
H -4.7058 1.6654 0.6876
H -5.1834 3.1216 1.7061
H -5.5351 1.4837 2.2573
H -2.7512 -0.0975 1.8919
H -3.3621 0.0259 3.5667
H -0.7355 -0.5120 3.1758
H -1.0839 0.6742 4.3803
H 1.5731 -0.1195 2.6116
H 1.2574 0.9053 4.1253
H 2.2650 1.4801 2.6774
H -0.7437 3.0679 4.2199
H -0.8499 3.8840 2.5880
H 0.7074 3.6810 3.3025
C 6.4020 -2.1486 -4.3448
C 4.9925 -1.8118 -3.7933
C 4.2418 -0.7042 -4.3364
C 2.9589 -0.4998 -3.9037
C 2.3471 -1.3429 -2.9508
C 3.0029 -2.4790 -2.4989
C 4.3323 -2.6738 -2.8763
S 0.6257 -1.0678 -2.6086
O 0.4794 0.4199 -2.7157
O -0.1772 -1.8290 -3.5402
N 0.3737 -1.2934 -1.0192
C -0.5415 -2.2247 -0.5435
C -0.7537 -3.4929 -1.0817
C -1.5884 -4.4047 -0.4088
C -2.3184 -3.9775 0.6931
C -2.0213 -2.7193 1.1714
N -1.2453 -1.8474 0.5597
H 7.1370 -2.5343 -3.6150
H 6.8917 -1.2035 -4.7361
H 6.3421 -2.8085 -5.2529
H 4.7858 -0.0097 -4.9453
H 2.4747 0.4008 -4.2120
H 2.5415 -3.1776 -1.8084
H 4.9032 -3.5023 -2.4150
H -0.1597 -3.8575 -1.9698
H -1.6812 -5.4547 -0.6946
H -3.1634 -4.5504 1.0822
H -2.4631 -2.2504 2.0333
N -0.1667 3.2796 -1.3225
N -1.3436 2.7799 -2.0343
H -0.2963 4.1069 -0.7989
H 0.5730 3.4589 -1.9714
H -1.1412 2.6844 -3.0261
H -2.0725 3.4338 -1.9183
*
```

Calculated values (eV) of gap between HOMO and LUMO for the records, taken in order: 9.985 8.223.